No. 1
Entry from the OMol25 dataset: a single C3H8N2OS molecule (ωB97M-V with the def2-TZVPD basis set).

```
15
Properties=species:S:1:pos:R:3:forces:R:3:mulliken_charge:R:1
H -2.3758 1.8014 0.5831 0.06 -0.62 -1.08 0.24
N -1.4125 1.6138 0.8659 0.78 1.03 1.98 -0.94
N -0.8228 0.6934 0.3231 -2.87 0.50 -1.24 0.41
C 0.4081 0.3294 0.8758 1.18 0.39 2.59 0.20
O 1.3227 0.1490 -0.0925 1.58 -1.05 -1.60 -0.32
C 1.2373 0.9352 -1.2670 -1.25 2.30 1.93 -0.64
S 0.0684 -1.2840 1.6348 -0.04 -0.05 0.46 -0.09
C -0.6221 -2.1178 0.1665 -2.15 3.18 1.44 -0.72
H 0.8254 1.0247 1.7028 -0.97 -0.81 -1.01 0.27
H 0.6451 0.5005 -2.0535 -0.34 -0.27 -0.19 0.24
H 2.2377 1.0916 -1.5679 1.00 0.21 -0.56 0.28
H 0.7828 1.9421 -0.9170 0.75 -1.28 -1.21 0.30
H -0.5780 -1.3905 -0.6266 -0.06 -0.12 -0.39 0.17
H -1.6603 -2.3737 0.3842 0.15 -0.06 -0.19 0.27
H -0.0559 -2.9150 -0.0116 2.17 -3.35 -0.93 0.35
```
Positions in Å, forces in eV/Å.

Computed properties:
SMILES: [H]/N=N/[C@H](OC)SC
gap between HOMO and LUMO: 9.4 eV
max |F|: 4.10 eV/Å
HOMO level: -8.9 eV
ΔE to the lowest compared entry with this formula, charge and spin: 88.13 kcal/mol



No. 2
Entry from the OMol25 dataset: a single C5H10O molecule (ωB97M-V with the def2-TZVPD basis set).

```
16
Properties=species:S:1:pos:R:3:forces:R:3:mulliken_charge:R:1
C 1.2739 -1.6642 0.1217 0.00 -0.10 0.07 -1.10
C 1.1192 -0.4782 -0.8207 0.02 0.01 -0.06 -0.47
C 0.4006 0.6914 -0.1505 0.00 0.05 0.03 -0.70
C -1.0999 0.4795 -0.0250 0.17 -0.14 -0.11 0.16
C -1.9607 1.3138 0.8098 -0.11 0.06 0.35 -0.49
O -1.8772 1.5366 -0.5839 -0.14 0.12 -0.31 -0.46
H 0.3050 -1.9841 0.5219 0.11 0.00 -0.06 0.30
H 1.9028 -1.3850 0.9741 -0.07 -0.07 -0.08 0.30
H 1.7344 -2.5233 -0.3738 -0.05 0.08 0.06 0.33
H 0.5659 -0.7709 -1.7228 0.06 0.02 0.12 0.30
H 2.1078 -0.1505 -1.1633 -0.12 -0.04 0.07 0.31
H 0.5323 1.5959 -0.7520 -0.04 -0.04 0.10 0.33
H 0.8530 0.8932 0.8290 -0.06 -0.07 -0.09 0.31
H -1.4829 -0.5188 -0.2571 0.16 0.17 -0.08 0.39
H -2.9319 0.9442 1.1214 0.06 -0.09 0.18 0.24
H -1.5186 2.0626 1.4645 0.01 0.04 -0.19 0.23
```
Positions in Å, forces in eV/Å.

Computed properties:
SMILES: CCC[C@H]1CO1
gap between HOMO and LUMO: 11.3 eV
max |F|: 0.37 eV/Å
HOMO level: -10.1 eV
ΔE to the lowest compared entry with this formula, charge and spin: 32.36 kcal/mol



No. 3
Entry from the OMol25 dataset: a single F2HPS molecule (ωB97M-V with the def2-TZVPD basis set).

```
5
Properties=species:S:1:pos:R:3:forces:R:3:mulliken_charge:R:1
F -1.1870 0.2562 -1.6449 1.76 -0.94 0.91 -0.21
P 0.1029 -0.4115 -0.9071 0.52 -2.08 -4.88 0.59
F -0.3893 -1.9032 -0.6046 0.30 1.23 -0.43 -0.19
S 2.0444 -0.7066 -2.5279 -2.79 0.70 2.61 -0.28
H -0.2077 0.0203 0.3131 0.20 1.09 1.79 0.10
```
Positions in Å, forces in eV/Å.

Computed properties:
SMILES: F[PH](F)=S
gap between HOMO and LUMO: 7.5 eV
max |F|: 5.33 eV/Å
HOMO level: -9.3 eV
ΔE to the lowest compared entry with this formula, charge and spin: 65.36 kcal/mol



No. 4
Entry from the OMol25 dataset: a 2-piece molecular cluster, C2H10N4S overall (ωB97M-V with the def2-TZVPD basis set).

```
17
Properties=species:S:1:pos:R:3:forces:R:3:mulliken_charge:R:1
C -0.2955 0.3716 -0.5697 1.27 6.11 -2.12 -0.28
C 2.2252 0.5307 -0.2429 3.60 3.75 -0.87 -0.58
N -1.0850 -0.6966 -0.6496 -2.50 -3.78 -1.03 -0.28
N 1.0027 -0.0290 0.1010 -0.95 0.06 0.65 0.67
N -1.9490 -1.3058 0.4194 0.41 3.34 -0.07 -0.24
N 0.7193 -0.7839 0.9927 -0.24 -2.06 1.73 -0.60
S -0.8937 1.8048 0.5905 -0.03 -1.41 -0.26 -0.11
H -0.1550 0.9814 -1.9536 -0.14 -2.20 4.42 0.49
H 2.2576 1.7686 -0.2856 -0.76 -3.17 0.23 0.30
H 3.0833 0.2885 0.4387 -1.09 -0.23 -0.53 0.32
H 2.4421 0.2354 -1.2823 0.07 -0.01 0.30 0.35
H -1.5120 -0.7674 -1.5704 -0.42 -0.52 0.56 0.29
H -2.6677 -1.8138 -0.0491 -1.19 -0.28 -0.79 0.37
H -1.5643 -1.9965 1.0742 1.06 0.41 -0.20 0.36
H 1.3853 -1.2365 1.6634 0.51 1.14 -0.97 0.33
H -2.3724 -0.4847 0.9595 0.25 -1.36 -0.48 0.38
H -0.4460 2.8766 -0.0460 0.15 0.21 -0.58 0.22
```
Positions in Å, forces in eV/Å.

Computed properties:
gap between HOMO and LUMO: 8.3 eV
max |F|: 6.59 eV/Å
HOMO level: -18.1 eV
net charge: +2
ΔE to the lowest compared entry with this formula, charge and spin: 107.71 kcal/mol



No. 5
Entry from the OMol25 dataset: a single C5H7NO6S molecule (ωB97M-V with the def2-TZVPD basis set).

```
20
Properties=species:S:1:pos:R:3:forces:R:3:mulliken_charge:R:1
O 2.5401 -0.9370 1.5493 0.80 -0.16 -0.10 -0.37
C 1.4452 -0.7192 1.1919 -0.33 1.27 -1.87 -0.13
C 1.0103 0.0199 -0.3441 0.75 0.36 1.60 0.67
C 2.2901 0.8554 -0.7077 -3.05 -0.81 1.04 -0.25
O 3.3195 0.3083 -0.7164 2.92 -0.76 -0.62 -0.40
C 0.9030 -1.2056 -1.2310 0.92 -0.20 -0.28 -0.29
O -0.0720 -1.6365 -1.7693 -1.02 0.09 -0.11 -0.46
N -0.1239 0.9250 -0.1571 1.62 -0.58 -0.31 -0.27
C -1.3598 0.7014 -0.7591 -1.52 1.18 -1.18 -0.66
S -2.3297 -0.5200 0.1740 -0.82 -1.41 -0.18 1.16
O -1.4471 -1.3093 1.0063 -0.37 0.83 -0.01 -0.56
O -3.2185 -1.2718 -0.6734 0.23 0.97 0.38 -0.60
O -3.1837 0.5000 1.1155 0.52 -0.40 -0.34 -0.48
H 0.5760 -0.8737 1.7884 -1.15 -0.14 0.46 0.45
H 2.1235 1.9294 -0.7723 -0.06 0.59 -0.27 0.38
H 1.8501 -1.7700 -1.4099 0.05 0.69 0.52 0.40
H -0.1194 1.4224 0.7153 -0.10 0.01 0.15 0.30
H -1.2371 0.2319 -1.7613 -0.28 0.38 0.83 0.37
H -1.9711 1.6858 -0.8761 0.86 -1.85 0.37 0.38
H -3.5476 0.0065 1.8678 0.04 -0.04 -0.06 0.37
```
Positions in Å, forces in eV/Å.

Computed properties:
SMILES: O=CC(C=O)(C=O)NCS(=O)(=O)O
gap between HOMO and LUMO: 9.4 eV
max |F|: 3.33 eV/Å
HOMO level: -9.4 eV
ΔE to the lowest compared entry with this formula, charge and spin: 0.00 kcal/mol



No. 6
Entry from the OMol25 dataset: C18H28NO4P2Re as an isolated structure (ωB97M-V with the def2-TZVPD basis set).

```
54
Properties=species:S:1:pos:R:3:forces:R:3:mulliken_charge:R:1
Re 0.0776 -0.4245 -0.4650 0.13 -0.93 -0.47 1.50
P -1.8712 -1.1485 0.4088 -4.99 -1.29 1.32 0.80
C -2.7928 -1.5019 -1.1661 0.51 -0.16 -0.23 -1.38
C -2.5955 -0.3512 -2.1250 -0.67 -0.28 -0.29 0.92
N -1.4382 0.3228 -2.0034 1.48 -0.90 0.72 -0.19
C -1.1439 1.3375 -2.8393 -0.14 0.49 -0.43 0.49
C -2.0735 1.7726 -3.7782 0.42 -0.03 0.10 -0.96
C -3.2697 1.0838 -3.9288 0.12 0.12 0.11 -0.50
C -3.5167 -0.0098 -3.1082 0.00 -0.37 0.69 -0.99
C 0.2124 1.9707 -2.7304 -0.17 -0.09 0.48 -1.23
P 1.3618 0.8749 -1.7840 2.52 3.71 -3.44 0.90
H -4.4218 -0.6090 -3.1702 0.07 0.25 -0.18 0.55
H -1.8029 2.6340 -4.3868 -0.24 -0.23 0.01 0.55
H -3.9954 1.3985 -4.6678 0.01 -0.04 -0.02 0.48
H 0.6405 2.1471 -3.7251 -0.11 0.08 0.24 0.64
H 0.1575 2.9310 -2.1956 -0.05 -0.15 -0.17 0.49
H -2.3575 -2.4457 -1.5853 -0.65 0.57 0.23 0.27
H -3.8559 -1.6529 -0.9447 0.24 -0.19 -0.06 0.72
H 1.3282 -2.5812 -1.5932 -0.07 0.16 0.27 0.37
O 0.3417 -2.2991 -1.4266 -0.14 0.90 0.20 -0.44
H -0.3087 -2.7258 -2.0157 0.37 0.17 0.07 0.31
H 2.8054 -1.8308 -0.4675 0.57 -0.76 -0.68 0.31
O 2.8410 -2.3463 -1.3103 -0.37 0.48 0.92 -0.63
H 3.5551 -2.9987 -1.2120 -0.13 0.01 -0.03 0.31
C 2.2896 0.0888 -3.1508 -0.05 -0.80 0.28 -1.31
H 2.6794 0.8611 -3.8252 -0.10 -0.05 0.28 0.51
H 3.1025 -0.5146 -2.7258 -0.16 0.25 -0.32 0.40
H 1.6181 -0.5771 -3.7096 0.20 0.15 0.02 0.38
C 2.5297 2.0567 -1.0524 -0.07 -0.28 0.58 -1.32
H 3.3380 1.4885 -0.5742 -0.04 0.26 -0.10 0.44
H 2.9341 2.7154 -1.8330 -0.12 -0.22 0.16 0.48
H 2.0018 2.6404 -0.2859 0.21 -0.05 -0.20 0.41
C -2.9470 0.0324 1.2645 0.41 0.46 0.03 -1.20
H -3.9692 -0.3614 1.3385 0.29 0.00 -0.01 0.48
H -2.5287 0.2104 2.2626 -0.20 0.02 -0.11 0.43
H -2.9461 0.9854 0.7211 -0.10 -0.14 0.16 0.37
C -1.9953 -2.6882 1.3599 0.72 -0.14 0.05 -1.25
H -1.4530 -2.5358 2.3023 -0.20 -0.15 -0.09 0.40
H -3.0444 -2.9394 1.5686 0.22 0.20 -0.12 0.46
H -1.5135 -3.5105 0.8127 -0.17 0.15 0.19 0.37
O 0.1642 1.8046 1.4548 0.35 -1.98 -1.07 -0.58
C 0.7704 0.8277 1.9192 0.09 1.67 2.75 0.59
O 1.0379 -0.2467 1.1621 0.35 -0.99 -0.66 -0.52
C 1.2591 0.6955 3.3211 -0.16 0.08 -0.79 0.52
C 1.6022 -0.5645 3.8314 0.23 -0.22 0.16 -0.25
C 2.0812 -0.6801 5.1338 -0.11 -0.16 -0.25 -0.79
C 2.2354 0.4549 5.9373 -0.15 0.13 -0.34 -0.42
C 1.8898 1.7133 5.4276 -0.11 -0.03 -0.28 -0.67
C 1.3948 1.8327 4.1255 0.00 0.38 0.37 -0.33
H 1.4970 -1.4444 3.1922 0.10 0.19 0.35 0.38
H 2.3391 -1.6647 5.5181 -0.04 0.23 -0.04 0.42
H 2.6239 0.3618 6.9536 -0.13 0.02 -0.34 0.43
H 2.0093 2.6007 6.0490 -0.05 -0.23 -0.22 0.43
H 1.1225 2.8096 3.7212 0.10 -0.26 0.18 0.44
```
Positions in Å, forces in eV/Å.

Computed properties:
gap between HOMO and LUMO (alpha / beta): 5.1 / 4.2 eV
2S+1: 4
max |F|: 5.66 eV/Å
HOMO level (alpha / beta): -16.9 / -16.9 eV
net charge: +3